w:
DFT (ωB97M-V with the def2-TZVPD basis set) results for a gas-phase ion, C6H11N2O2S (charge +1).

```
22
Properties=species:S:1:pos:R:3
C 0.56605 -1.88572 -0.96782
C -0.09598 -2.16576 0.18808
C 0.78893 1.10227 -0.04798
C 1.86428 0.10220 -0.38670
C -2.57986 1.03827 -0.07565
C -1.33505 1.92413 -0.27507
N 1.66901 -1.03299 -1.04600
N 0.30529 -1.73918 1.41713
O 1.13637 1.85185 0.85085
O -0.31593 1.01239 -0.69240
S 3.49662 0.50098 0.22565
H 0.17488 -2.15986 -1.90316
H -0.78648 -2.99157 0.15279
H -3.10557 1.28184 0.85260
H -3.34223 1.25809 -0.93768
H -2.19156 -0.02717 -0.04281
H -1.13539 2.33387 0.68333
H -1.51720 2.71434 -0.99803
H 2.51237 -1.35751 -1.57119
H 0.98331 -1.05358 1.56555
H -0.11280 -2.28524 2.11801
H 3.02096 1.57834 0.89048
```

LUMO (spin up / spin down), eV: -5.56 / -5.56
Frontier orbital gap (spin up / spin down), eV: 7.07 / 7.08
Total charge: +1

---

x:
DFT (ωB97M-V with the def2-TZVPD basis set) results for a gas-phase ion, C6H11N2O2S (charge +1).

```
22
Properties=species:S:1:pos:R:3
C -1.84822 0.63001 -0.28498
C -2.10395 -0.68250 -0.45277
C -0.00928 -0.35808 0.42408
C -3.37640 -1.34134 -0.89112
C 0.14378 2.11339 0.39744
C 3.93481 -0.21714 0.67432
N -0.49642 0.83849 0.10838
N -1.01289 -1.27609 0.07954
O 2.18990 0.06327 -1.24344
O 1.12842 -0.69625 0.96648
S 2.56202 -0.94565 -0.31110
H -2.41879 1.51124 -0.45229
H -4.23162 -0.89529 -0.38961
H -3.40630 -1.09828 -1.94348
H -3.35394 -2.38250 -0.72306
H 0.97186 2.07481 -0.29472
H -0.43157 2.97683 0.25315
H 0.22602 2.21185 1.40835
H 3.94087 -0.55021 1.78478
H 3.75565 0.84963 0.65645
H 4.78624 -0.53206 0.18153
H -0.95014 -2.29416 0.05206
```

LUMO, eV: -4.30
Frontier orbital gap, eV: 8.48
Total charge: +1

---

Stability ranking, top and bottom: x is the most stable and w is the least stable.

---

w:
DFT (ωB97M-V with the def2-TZVPD basis set) results for a gas-phase ion, C4H8N2P (charge +1).

```
15
Properties=species:S:1:pos:R:3
C 2.29357 -0.95019 -0.01137
C 0.96764 -0.47803 -0.00917
C -0.17940 -1.42850 0.01021
C -0.63290 1.32481 -0.01450
N 1.71146 1.67619 0.01658
N 0.73460 0.83920 -0.00899
P 3.71958 -0.06078 0.00024
H 2.40465 -2.02909 -0.01920
H -0.78446 -1.30467 0.90985
H 0.17779 -2.45459 -0.00916
H -0.83020 -1.28743 -0.85166
H -0.63924 2.40084 -0.18853
H -1.10606 1.12439 0.94860
H -1.21177 0.84022 -0.79845
H 1.48671 2.65986 0.01008
```

LUMO, eV: -6.17
Frontier orbital gap, eV: 6.76
Total charge: +1

---

x:
DFT (ωB97M-V with the def2-TZVPD basis set) results for a gas-phase ion, C4H8N2P (charge +1).

```
15
Properties=species:S:1:pos:R:3
C -2.41673 -0.69498 -0.27899
C -0.76655 -0.00827 -0.19074
C -0.41642 1.32686 -0.22012
N 0.96735 1.37816 -0.09789
C 1.44363 0.13309 -0.10807
P 3.26944 -0.43752 -0.13727
N 0.38017 -0.69855 -0.03671
H -2.53611 -1.18860 -1.14699
H -2.44579 -1.26843 0.53642
H -3.04924 0.10256 -0.40991
H -0.84190 2.30499 -0.33521
H 1.54707 2.18300 -0.02982
H 3.17006 -0.91475 1.24400
H 3.84293 0.99727 0.08487
H 0.59151 -1.68404 0.11623
```

LUMO, eV: -3.47
Frontier orbital gap, eV: 10.14
Total charge: +1
SMILES: Cc1c[nH]c(P)[nH+]1

---

Stability ranking, top and bottom: x is the most stable and w is the least stable.